The following is a DFT calculation (ωB97M-V/def2-TZVPD) of 4 unconnected molecules or ions with the total composition C31H69Cl2FN7O6 at a distorted geometry.

XYZ file:
```
116
C31H69Cl2FN7O6, DFT ωB97M-V/def2-TZVPD
Cl -0.2762 4.7205 -4.2550
Cl 0.3962 6.9082 -2.5095
F 2.9147 5.0778 -5.7826
O -0.0467 -5.6550 1.6313
O -6.0159 1.6788 -6.3882
O 4.9194 3.3978 5.0327
O -3.1948 -7.7042 4.1742
O -2.4236 -0.2180 -4.3699
O 0.7393 2.5846 3.4702
N -4.1984 2.3640 -4.0938
N 2.1218 3.5633 6.1205
N 3.2907 1.3432 -4.9253
N 2.1268 3.4459 -4.0540
N 2.8561 3.8309 -5.2015
N -3.1416 -5.4717 2.1616
N 1.8776 1.1011 -2.9026
C -4.2244 3.0168 -5.4075
C 0.5968 1.9996 4.7660
C 0.7808 2.9993 5.9275
C 2.8798 -2.7332 1.4341
C 3.5727 2.5996 -5.7434
C -3.1595 -6.8508 5.3104
C -0.1505 -6.5991 2.6884
C -5.6380 3.0075 -6.0079
C -3.6983 -6.8137 1.9572
C 2.0800 2.6702 3.0067
C -2.3652 -4.9752 1.0195
C 2.6215 5.7135 -1.2608
C -0.4684 -0.2430 1.2772
C -2.8443 2.1108 -3.5878
C 3.2354 -2.2484 -1.2678
C 1.8705 5.7477 -2.7423
C 3.1357 2.5645 6.4769
C -1.9618 1.1340 -4.3937
C 1.2302 4.3065 -3.1912
C -7.0468 1.1348 -5.5746
C -4.2577 -7.3915 3.2657
C 3.8303 -2.1100 0.2533
C 4.5520 3.1530 6.3958
C 1.2866 -2.3681 1.3145
C 2.3762 1.9338 -3.8739
C 1.0880 -0.7442 1.1304
C 2.1090 -0.3886 -2.7801
C 5.0144 4.7806 4.7177
C 3.5298 -0.8190 -2.0848
C -1.0813 -5.7482 0.6502
C -3.4134 -0.5195 -5.3441
H 1.2277 1.1097 4.8662
H 1.8389 5.2227 -0.5131
H 2.0377 -0.8465 -3.8720
H -4.1353 -6.8111 5.8044
H -3.0186 -4.9220 0.1402
H 2.1180 -2.5888 -1.3390
H 0.1097 3.8459 5.7507
H 4.1012 -1.0071 0.5351
H -2.3183 3.0675 -3.4824
H -6.3639 3.4655 -5.3286
H -3.2922 0.0652 -6.2603
H -1.2753 -6.7925 0.3826
H -4.4081 -0.3715 -4.9223
H -0.6736 -5.2805 -0.2537
H 2.0655 2.6245 1.9135
H 0.8578 -6.8067 3.0593
H -1.0495 -0.4097 0.2594
H -1.0318 -0.7497 2.1899
H 2.9485 2.2104 7.4963
H 1.7113 -0.2023 1.9731
H 4.0254 -0.0007 -1.4111
H -3.3270 -1.5800 -5.5997
H -2.8395 -5.8447 5.0311
H -3.5608 2.5068 -6.1127
H -5.6279 3.6028 -6.9231
H -4.5001 -6.7605 1.2129
H -0.7147 -6.1695 3.5170
H 2.8026 6.8271 -0.8935
H -2.5339 -5.4849 2.9758
H 5.2558 2.4120 6.7801
H -0.4481 0.9329 1.4523
H -4.6849 1.4742 -4.1556
H -2.4313 -7.2560 6.0178
H -0.5984 -7.5431 2.3655
H -2.0794 -3.9465 1.2613
H 2.7047 1.8521 3.3761
H -5.0005 -6.7232 3.7125
H -1.7836 1.4698 -5.4209
H -4.7615 -8.3333 3.0391
H -2.9606 1.7031 -2.5786
H 4.2958 2.4978 -6.6869
H -7.9031 1.8139 -5.5164
H -0.9774 1.1179 -3.9112
H 3.0222 -3.9048 1.5955
H -7.3800 0.1980 -6.0287
H 4.2701 -1.1162 -2.9660
H 3.0943 1.7044 5.8013
H 4.6490 4.0486 7.0175
H 3.6564 5.1608 -1.2852
H 2.5079 3.6350 3.2816
H -6.6748 0.9138 -4.5720
H 4.8507 -2.7268 0.2894
H 1.5736 -0.4623 0.0980
H 0.8973 3.7357 -2.2252
H 1.2442 1.5416 -2.1739
H 4.0259 5.2446 4.7020
H 0.4539 2.5284 6.8626
H -3.8829 4.0520 -5.3012
H -0.4371 1.6378 4.8142
H 0.7634 -2.6704 2.3301
H 3.8703 -3.1100 -1.7968
H 3.2574 -2.2442 2.4556
H 1.1657 -0.8204 -2.1893
H 2.3985 4.0242 5.2583
H 5.4501 4.8731 3.7194
H 5.6634 5.3032 5.4272
H 0.7242 -2.9873 0.4721
H -2.9333 -7.5045 1.5894
H 2.5430 6.2678 -3.5464
```

Summary:
lowest unoccupied orbital energy: -0.157 Eh
Kohn-Sham gap: 5.768 eV
net charge: +1

Results of the Löwdin charge analysis, in e, for atoms 1 through 5: Cl 0.553; Cl 0.508; F 0.084; O -0.203; O -0.198

The following is a DFT calculation (ωB97M-V/def2-TZVPD) of a molecular structure, C37H35BN7O17S2 at a distorted geometry.

XYZ file:
```
99
C37H35BN7O17S2, DFT ωB97M-V/def2-TZVPD
S -1.2607 3.0540 -1.9737
S 1.0263 4.3381 -2.7561
O -0.5717 1.7558 -1.7004
O -1.4674 3.8159 -0.7049
O 5.8075 -0.4283 -0.0845
O 1.5079 5.3789 -3.7290
O 3.2913 11.0212 -3.7874
O 2.2338 12.6216 -2.8297
O 4.7167 1.2374 0.7212
O 1.9339 1.9867 -4.0298
O -8.1973 -4.0608 0.7543
O 1.1783 4.8740 -1.3647
O 6.5620 -4.9317 -2.3650
O 5.7875 -4.4366 -0.4286
O 1.3219 1.5019 4.2300
O -0.7765 -3.4973 1.1711
O -6.2769 -3.9935 1.7078
O 0.1765 1.3221 2.4224
O -2.5991 -4.4468 1.7834
N 2.3978 11.4449 -3.0868
N -0.5547 3.9708 -3.1750
N 4.8676 0.0514 0.5126
N 0.6904 1.9724 3.3055
N 5.9097 -5.1809 -1.3770
N -1.9837 -3.6042 1.1593
N -7.2665 -4.5830 1.3269
C -4.1951 -0.9264 -1.2380
C -6.3724 -7.9975 2.5210
C 3.8165 -8.0157 -0.1547
C -6.2959 -6.6368 2.2625
C 3.9778 -2.2249 0.8579
C -8.4384 -6.7378 1.1421
C 0.5357 3.4226 3.2388
C 2.9751 -3.0634 1.3259
C 4.7341 -8.5962 -2.3059
C -0.3651 5.3507 2.1450
C 0.4017 10.9448 -1.7414
C 5.2240 -6.4712 -1.3212
C -7.4762 -8.7262 2.0946
C 0.9541 5.5939 4.1497
C -0.2023 3.9747 2.1998
C 0.7149 8.2199 -2.2462
C -8.5056 -8.0985 1.4027
C -0.3488 8.6735 -1.4758
C 5.3686 -7.3643 -2.3730
C -4.1337 -2.7542 0.3250
C -2.8074 -0.8424 -1.2107
C 3.4506 2.7138 -2.0186
C -0.5040 10.0325 -1.2214
C 1.8443 -2.5281 1.9362
C 3.8364 -0.8524 1.0171
C 1.6241 9.1265 -2.7726
C 1.7172 -1.1524 2.0857
C 1.1210 4.2190 4.2135
C -2.7481 -2.6657 0.3391
C -2.0759 -1.7136 -0.4169
C -4.8573 -1.8776 -0.4687
C 2.7192 -0.3103 1.6327
C -7.3346 -6.0198 1.5795
C 0.2089 6.1580 3.1194
C 1.4560 10.4824 -2.5182
C 4.4500 -6.7828 -0.2130
C 3.9618 -8.9222 -1.1976
B 2.1959 2.8724 -2.9907
H -9.3619 -8.6698 1.0696
H 0.8318 7.1614 -2.4381
H 0.0759 7.2321 3.0760
H 3.6957 3.6926 -1.5725
H 3.2239 1.9954 -1.2177
H -5.5722 -8.4897 3.0576
H 4.8493 -2.6498 0.3798
H -9.2430 -6.2543 0.6061
H -1.0603 7.9627 -1.0727
H 4.3041 2.3880 -2.6410
H 1.0567 -3.1842 2.2872
H 5.9676 -7.1160 -3.2376
H -5.9383 -1.9376 -0.4896
H 4.3359 -6.0829 0.6026
H -2.5403 2.7464 -2.4040
H -7.5351 -9.7875 2.3028
H 1.4027 6.2271 4.9040
H 2.6140 0.7576 1.7536
H 3.0711 -4.1351 1.2079
H 1.0181 2.1389 -4.2897
H -1.3338 10.3805 -0.6192
H -5.4338 -6.0747 2.5961
H 4.8438 -9.3038 -3.1171
H -2.2937 -0.0989 -1.8038
H -0.6498 3.3524 1.4355
H 1.6999 3.7856 5.0170
H 2.4474 8.7668 -3.3736
H -0.9405 5.7922 1.3425
H 0.2760 11.9994 -1.5403
H 3.2121 -8.2713 0.7054
H 0.8418 -0.7398 2.5541
H -4.7635 -0.2475 -1.8624
H 3.4718 -9.8868 -1.1462
H -4.6583 -3.4960 0.9210
H -0.9971 -1.6421 -0.3995
```

Summary:
lowest unoccupied orbital energy: 0.013 Eh
Kohn-Sham gap: 6.884 eV
net charge: -1

Results of the Löwdin charge analysis, in e, for atoms 1 through 5: S 0.592; S 0.594; O -0.425; O -0.432; O 0.078

The following is a DFT calculation (ωB97M-V/def2-TZVPD) of a molecular structure, C6H12O3 at a distorted geometry.

XYZ file:
```
21
C6H12O3, DFT ωB97M-V/def2-TZVPD
O -1.6614 -0.3432 1.2818
O 0.9164 0.0366 1.9571
O 0.8220 -2.1067 1.0896
C -0.9364 -0.1260 0.0915
C 0.7363 -0.8563 0.8844
C 1.0917 -0.3465 -0.4187
C -1.5768 -1.0571 -0.9265
C -1.0831 1.3487 -0.2716
C 2.1507 0.6761 -0.5816
H -2.6612 -0.9135 -0.9427
H 2.9752 0.3137 -1.2003
H -1.2315 -0.8551 -1.9429
H -1.2446 0.1827 1.9838
H -1.3669 -2.0926 -0.6505
H -0.5714 1.9724 0.4660
H 1.7264 1.5615 -1.0747
H -2.1398 1.6341 -0.2924
H 1.1975 -0.5529 2.6774
H 1.0048 -1.0773 -1.2193
H 2.5560 1.0417 0.3652
H -0.7039 1.5595 -1.2755
```

Summary:
lowest unoccupied orbital energy: 0.014 Eh
Kohn-Sham gap: 8.794 eV
net charge: 0
ΔE to the lowest compared entry with this formula, charge and spin: 81.95 kcal per mole

Results of the Löwdin charge analysis, in e, for atoms 1 through 5: O 0.009; O 0.037; O 0.005; C -0.443; C -0.614